(A)
Below is a 2-piece molecular cluster, C5H14N overall, with properties calculated with ωB97M-V with the def2-TZVPD basis set.

Properties
HOMO energy	-14.76	eV
gap between HOMO and LUMO	9.08	eV
M	88.2	g/mol

Geometry as ORCA input:
```
! wB97M-V def2-TZVPD RIJCOSX def2/J DEFGRID3
* xyz 1 1
C 0.6754 1.1392 -0.8967
C -0.7007 0.6060 -0.4816
C -1.1017 1.0239 0.9255
C -2.4326 0.4195 1.3630
H 0.6309 2.1946 -1.1471
H 1.0788 0.6037 -1.7623
H 1.4014 1.0771 -0.0764
H -0.7869 -0.4900 -0.5296
H -1.4300 0.9785 -1.2034
H -1.1642 2.1112 1.0027
H -0.3063 0.7255 1.6170
H -3.2135 0.7119 0.6611
H -2.7196 0.7519 2.3566
H -2.3659 -0.6698 1.3874
C 2.6724 -1.7834 -0.3712
N 1.4812 -1.9564 -0.7689
H 3.2444 -2.6210 0.0121
H 3.1179 -0.7983 -0.4206
H 0.8769 -1.1528 -0.9731
H 1.0420 -2.8713 -0.6946
*
```

(B)
Below is a 2-piece molecular cluster, C5H14N overall, with properties calculated with ωB97M-V with the def2-TZVPD basis set.

Properties
HOMO energy	-15.78	eV
gap between HOMO and LUMO	7.36	eV
M	88.2	g/mol

Geometry as ORCA input:
```
! wB97M-V def2-TZVPD RIJCOSX def2/J DEFGRID3
* xyz 1 1
C -1.1002 -1.3090 -0.4116
C 0.0954 -0.3378 0.0478
C 1.2052 -0.2950 -1.1216
C 1.7476 -1.7000 -1.3153
C 0.7247 0.3555 -2.4051
N -0.4474 0.8505 0.2242
H -0.6366 -2.2700 -0.5838
H -1.5571 -0.9287 -1.3167
H -1.8258 -1.3724 0.3870
H 0.5141 -0.7635 0.9712
H 1.9784 0.3128 -0.6624
H 1.0353 -2.3397 -1.8406
H 1.9986 -2.1712 -0.3697
H 2.6518 -1.6530 -1.9136
H -0.0367 -0.2603 -2.8973
H 1.5523 0.4311 -3.0979
H 0.3062 1.3436 -2.2176
H -0.7190 1.0400 1.2039
H -4.0468 5.3678 8.5270
H -3.4399 5.6993 8.7923
*
```

(C)
Below is a 2-piece molecular cluster, C5H14N overall, with properties calculated with ωB97M-V with the def2-TZVPD basis set.

Properties
HOMO energy	-15.64	eV
gap between HOMO and LUMO	6.21	eV
M	88.2	g/mol

Geometry as ORCA input:
```
! wB97M-V def2-TZVPD RIJCOSX def2/J DEFGRID3
* xyz 1 1
C 1.7875 -0.0470 0.4776
C 0.5304 -0.3687 -0.2347
C -0.7841 -0.1211 0.5072
C -1.0396 -0.8655 1.8469
C -1.2455 1.3702 0.4990
N 0.3408 0.2676 -1.4883
H 1.6432 1.0145 0.7729
H 2.7453 -0.1422 -0.0436
H 1.8127 -0.5971 1.4209
H 0.5123 -1.5194 -0.2811
H -1.4197 -0.5921 -0.2802
H -0.3161 -0.8330 2.6405
H -1.0934 -1.9330 1.5856
H -2.0398 -0.6484 2.2801
H -0.8201 1.8100 1.4137
H -2.3558 1.5038 0.5601
H -0.8055 1.8864 -0.3478
H 0.9115 -0.3133 -2.1395
H 1.1410 0.2393 -4.4868
H 0.4950 -0.1110 -4.7025
*
```

Of them, the most stable is (A) and the least stable is (C).

(A)
Below is a 2-piece molecular cluster, C5H14N overall, with properties calculated with ωB97M-V with the def2-TZVPD basis set.

Properties
HOMO energy	-15.87	eV
gap between HOMO and LUMO	6.91	eV
M	88.2	g/mol

Geometry as ORCA input:
```
! wB97M-V def2-TZVPD RIJCOSX def2/J DEFGRID3
* xyz 1 1
C -0.3853 -0.5068 1.6496
C -0.7339 -0.3325 0.1359
C 0.4050 -0.5120 -0.8728
C 0.8343 -1.9421 -0.8947
C 1.5236 0.5642 -0.8039
N -1.1691 0.9950 0.0681
H 0.4144 0.2046 1.9513
H -1.2908 -0.3574 2.2859
H 0.0085 -1.5036 1.8440
H -1.4827 -1.0433 -0.1670
H -0.0130 -0.2306 -1.8617
H 1.5418 -2.1904 -0.0894
H -0.0537 -2.6145 -0.8123
H 1.3649 -2.2361 -1.8301
H 2.0092 0.6251 0.1703
H 2.0552 0.4712 -1.7286
H 1.0922 1.6246 -0.9088
H -2.1553 1.1231 -0.1130
H -1.8191 4.0322 0.6663
H -2.1463 3.8293 1.3108
*
```

(B)
Below is a 2-piece molecular cluster, C5H14N overall, with properties calculated with ωB97M-V with the def2-TZVPD basis set.

Properties
HOMO energy	-13.68	eV
gap between HOMO and LUMO	10.53	eV
M	88.2	g/mol

Geometry as ORCA input:
```
! wB97M-V def2-TZVPD RIJCOSX def2/J DEFGRID3
* xyz 1 1
C 0.3516 2.0036 1.3622
N -0.2587 1.0263 0.4720
C -1.0378 1.5388 -0.6868
H 0.9373 1.4887 2.1268
H 1.0710 2.6154 0.8033
H -0.5211 2.5920 1.7517
H -0.8994 0.4176 0.9600
H 0.3266 0.2940 0.0510
H -1.9601 1.9710 -0.3229
H -1.3392 0.7268 -1.3588
H -0.4733 2.3088 -1.1395
C -0.6594 -2.2641 -0.7592
C 0.5972 -2.0009 0.0066
C 1.7057 -1.2940 -0.4100
H -1.4905 -1.7464 -0.2589
H -0.4468 -1.9717 -1.7745
H -0.8660 -3.3463 -0.7199
H 0.6535 -2.3655 1.0894
H 2.4951 -0.9434 0.2865
H 1.8142 -1.0509 -1.4790
*
```

(C)
Below is a 2-piece molecular cluster, C5H14N overall, with properties calculated with ωB97M-V with the def2-TZVPD basis set.

Properties
HOMO energy	-15.79	eV
gap between HOMO and LUMO	6.64	eV
M	88.2	g/mol

Geometry as ORCA input:
```
! wB97M-V def2-TZVPD RIJCOSX def2/J DEFGRID3
* xyz 1 1
C 1.5638 -0.5971 -0.1910
C 0.6763 0.6079 0.1563
C -0.6773 0.7346 -0.7107
C -0.4485 0.9511 -2.2032
C -1.6670 -0.4597 -0.3366
N 0.2026 0.5673 1.4566
H 1.2035 -1.5597 0.1620
H 2.6049 -0.3036 0.1664
H 1.8030 -0.7445 -1.2474
H 1.2279 1.5200 -0.0953
H -1.0588 1.6612 -0.1938
H -0.0827 0.0340 -2.6618
H 0.2911 1.8330 -2.2124
H -1.3077 1.3127 -2.7375
H -1.1331 -1.3715 -0.5575
H -2.5076 -0.4270 -1.0029
H -1.8768 -0.3162 0.7343
H 0.9268 1.0709 2.0164
H 0.1784 -1.9899 4.4730
H 0.0809 -2.5236 4.9848
*
```

Of them, the most stable is (B) and the least stable is (C).

(A)
Below is one molecule with the formula C20H23NO6, with properties calculated with ωB97M-V with the def2-TZVPD basis set.

Properties
SMILES	COC(=O)CCc1c(COC(C)=O)[nH]c(C(=O)OCc2ccccc2)c1C
HOMO energy	-8.36	eV
gap between HOMO and LUMO	9.06	eV
M	373.4	g/mol

Geometry as ORCA input:
```
! wB97M-V def2-TZVPD RIJCOSX def2/J DEFGRID3
* xyz 0 1
C 2.4403 0.1148 2.5380
O 2.9118 -0.7769 1.5355
C 3.9498 -0.3918 0.7966
O 4.5603 0.6333 0.9724
C 4.2485 -1.4057 -0.2813
C 3.3901 -1.1203 -1.5307
C 1.9399 -0.9715 -1.1982
C 1.1855 0.1794 -1.3694
C 1.5425 1.4767 -2.0166
O 2.5361 2.2252 -1.3109
C 2.2031 2.6677 -0.0916
C 3.3251 3.4425 0.5261
O 1.1341 2.4436 0.4191
N -0.0577 -0.0501 -0.8925
C -0.1366 -1.3289 -0.4150
C -1.3649 -1.8618 0.1406
O -1.5297 -2.9794 0.5733
O -2.3505 -0.9352 0.1083
C -3.6139 -1.3535 0.6311
C -4.6117 -0.2661 0.3551
C -5.4216 -0.3208 -0.7713
C -6.3214 0.6968 -1.0365
C -6.4156 1.7806 -0.1804
C -5.6054 1.8451 0.9407
C -4.7071 0.8271 1.2067
C 1.1011 -1.9357 -0.6008
C 1.4489 -3.3340 -0.2358
H 3.2798 0.6197 3.0197
H 1.8924 -0.4920 3.2548
H 1.7767 0.8580 2.0917
H 5.3042 -1.3395 -0.5442
H 4.0214 -2.3979 0.1029
H 3.5330 -1.9442 -2.2351
H 3.7448 -0.2008 -1.9983
H 1.9804 1.3160 -3.0051
H 0.6382 2.0903 -2.1090
H 4.0739 2.7247 0.8615
H 3.7845 4.0909 -0.2136
H 2.9608 4.0141 1.3738
H -0.8009 0.6256 -0.8178
H -3.5061 -1.5346 1.7071
H -3.9000 -2.2965 0.1516
H -5.3486 -1.1656 -1.4410
H -6.9503 0.6434 -1.9131
H -7.1189 2.5739 -0.3866
H -5.6745 2.6899 1.6101
H -4.0737 0.8783 2.0802
H 1.9530 -3.3534 0.7300
H 2.1069 -3.7757 -0.9817
H 0.5420 -3.9256 -0.1503
*
```

(B)
Below is one molecule with the formula C20H23NO6, with properties calculated with ωB97M-V with the def2-TZVPD basis set.

Properties
SMILES	COC(=O)c1cccc(NC(=O)CCc2cc(OC)c(OC)c(OC)c2)c1
HOMO energy	-8.25	eV
gap between HOMO and LUMO	8.64	eV
M	373.4	g/mol

Geometry as ORCA input:
```
! wB97M-V def2-TZVPD RIJCOSX def2/J DEFGRID3
* xyz 0 1
C -6.7713 -0.3736 1.9421
O -5.5714 -0.4368 1.1866
C -5.3708 0.5778 0.3276
O -6.1474 1.4920 0.2012
C -4.1064 0.4407 -0.4335
C -3.7948 1.4119 -1.3824
C -2.6247 1.3039 -2.1101
C -1.7588 0.2432 -1.9065
C -2.0638 -0.7306 -0.9557
N -1.2207 -1.8072 -0.6803
C 0.0030 -2.1024 -1.2184
O 0.4912 -1.5254 -2.1602
C 0.6993 -3.2323 -0.4798
C 1.1202 -2.7664 0.9269
C 1.9197 -1.4966 0.8173
C 3.2819 -1.5421 0.6239
C 4.0337 -0.3804 0.4259
O 5.3625 -0.6177 0.2737
C 6.2813 0.4286 0.0476
C 3.3859 0.8581 0.4075
O 4.0975 2.0312 0.2232
C 3.7717 2.7685 -0.9393
C 1.9948 0.9021 0.6318
O 1.4344 2.1472 0.6365
C 0.0475 2.2643 0.8332
C 1.2778 -0.2641 0.8373
C -3.2412 -0.6250 -0.2203
H -6.7882 -1.2657 2.5631
H -6.7832 0.5259 2.5611
H -7.6372 -0.3515 1.2773
H -4.4799 2.2314 -1.5313
H -2.3778 2.0524 -2.8475
H -0.8477 0.1581 -2.4753
H -1.5412 -2.4051 0.0692
H 0.0441 -4.1034 -0.4119
H 1.5878 -3.4994 -1.0514
H 0.2379 -2.5979 1.5485
H 1.7196 -3.5501 1.3918
H 3.8118 -2.4812 0.6099
H 6.1185 0.9065 -0.9217
H 7.2603 -0.0516 0.0502
H 6.2373 1.1831 0.8346
H 2.7612 3.1778 -0.8888
H 4.4940 3.5826 -0.9820
H 3.8643 2.1477 -1.8377
H -0.1649 3.3314 0.7842
H -0.5187 1.7474 0.0507
H -0.2541 1.8841 1.8144
H 0.2158 -0.2210 1.0168
H -3.4905 -1.3706 0.5200
*
```

Of them, the most stable is (A) and the least stable is (B).

(A)
Below is an isolated ion of composition C8H12N5 and charge +1, with properties calculated with ωB97M-V with the def2-TZVPD basis set.

Properties
SMILES	C1=[NH+][C@H]2NCCCc3[nH]nc(c32)N1
HOMO energy	-12.73	eV
gap between HOMO and LUMO	9.07	eV
M	178.2	g/mol

Geometry as ORCA input:
```
! wB97M-V def2-TZVPD RIJCOSX def2/J DEFGRID3
* xyz 1 1
C -2.5888 -1.6086 -0.0574
N -1.3057 -2.0016 0.0705
C -0.1538 -1.1960 0.4655
N 0.9998 -1.5297 -0.4809
C 2.2316 -0.9131 -0.0650
C 2.3652 0.6373 -0.2472
C 1.3715 1.6430 0.4828
C 0.0019 1.4981 0.0592
N -0.9390 2.4062 -0.2634
N -2.1983 1.8335 -0.2794
C -1.9971 0.5696 0.0924
C -0.6501 0.2617 0.2793
N -3.0149 -0.3718 -0.0013
H -3.2081 -2.5248 -0.1201
H -1.0283 -2.8948 -0.4471
H 0.0590 -1.4622 1.5887
H 0.5666 -1.1469 -1.2687
H 2.9841 -1.4542 -0.7422
H 2.5269 -1.1977 1.0161
H 2.2903 0.8547 -1.3705
H 3.3668 0.8343 0.0032
H 1.8433 2.7371 0.2419
H 1.3298 1.6245 1.5680
H -0.9058 3.3499 -0.5079
H -3.9469 0.0514 -0.0168
*
```

(B)
Below is C8H12N5 as an isolated structure, with properties calculated with ωB97M-V with the def2-TZVPD basis set.

Properties
HOMO energy (spin up / spin down)	-12.18 / -12.18	eV
gap between HOMO and LUMO (spin up / spin down)	8.50 / 8.50	eV
M	178.2	g/mol

Geometry as ORCA input:
```
! wB97M-V def2-TZVPD RIJCOSX def2/J DEFGRID3
* xyz 1 1
C -3.0629 -0.8547 0.0973
C -0.8038 -0.6665 0.0666
C -4.3312 -0.3051 0.0611
C -3.4753 1.7588 -0.0541
C -2.2089 1.4024 0.1394
C 1.1916 0.8480 -0.1673
C 1.2553 -1.2150 -1.1024
C 1.3872 -1.0409 1.2079
N -2.7380 -2.1146 -0.0307
N -1.6069 -2.4637 -0.0575
N -4.5576 0.9306 -0.0578
N -1.9162 0.0191 0.1578
N 0.6256 -0.4999 0.0259
H -5.2855 -0.8389 0.0461
H -3.5979 2.7789 -0.1217
H -1.5144 2.2038 0.2632
H 1.1865 1.5275 0.7937
H 2.1820 0.8162 -0.4519
H 0.5627 1.4601 -0.9781
H 0.9584 -2.2170 -1.1560
H 0.7462 -0.9245 -1.9576
H 2.3961 -1.1722 -1.2094
H 1.4412 -2.0757 1.2411
H 2.4235 -0.5908 1.3812
H 0.7383 -0.8001 2.2016
*
```

Of them, the most stable is (A) and the least stable is (B).